C34H43N9O4S4TeTi as an isolated structure. Source: OMol25; level of theory: ωB97M-V/def2-TZVPD.

Cartesian coordinates (Å):
Ti1 -0.3165 -0.8893 0.3689
C1 -4.7087 -3.4691 1.4994
N1 -3.5945 -3.0559 2.3475
C2 -3.1252 -3.7950 3.4203
C3 -2.0748 -3.1389 3.9414
N2 -1.9001 -1.9984 3.1675
C4 -2.8409 -1.9654 2.1813
S1 -2.9650 -0.7457 0.9934
C5 -1.1496 -0.8530 3.5036
C6 -1.0711 -0.4480 4.8252
C7 -0.5035 0.7815 5.1039
C8 -0.0931 1.5795 4.0451
C9 -0.1870 1.0760 2.7684
N3 -0.6512 -0.1489 2.4874
H1 -5.5773 -3.6586 2.1252
H2 -4.4286 -4.3693 0.9569
H3 -4.9317 -2.6643 0.8055
H4 -3.5708 -4.7336 3.6971
H5 -1.4216 -3.3850 4.7586
H6 -1.4953 -1.0644 5.6044
H7 -0.4305 1.1287 6.1253
H8 0.3002 2.5734 4.2022
H9 0.1087 1.6615 1.9157
N4 -1.3208 -0.8049 -1.4809
C10 -2.2628 -1.8671 -1.9176
C11 -1.7550 -3.2635 -1.6073
C12 -1.4889 -3.5718 -0.1484
O1 -1.8553 -4.5718 0.3974
O2 -0.7717 -2.6432 0.5381
H10 -1.8241 0.0939 -1.3946
H11 -0.6208 -0.6271 -2.2126
H12 -2.4177 -1.7714 -2.9936
H13 -3.2164 -1.6933 -1.4284
H14 -0.8233 -3.4391 -2.1499
H15 -2.4687 -4.0077 -1.9567
C13 -2.1050 6.5176 -1.8718
C14 -0.8908 5.6753 -1.5021
N5 -1.2220 4.4487 -0.7801
C15 -1.7859 3.3478 -1.3132
S2 -2.3293 2.1150 -0.2640
N6 -1.8786 3.2870 -2.6430
C16 -2.5956 2.2781 -3.4182
C17 -3.9318 2.8044 -3.9139
H16 -1.7919 7.4143 -2.4054
H17 -2.6436 6.8259 -0.9762
H18 -2.8030 5.9707 -2.5065
H19 -0.2225 6.2413 -0.8540
H20 -0.2950 5.4156 -2.3816
H21 -1.3352 4.5093 0.2192
H22 -1.5894 4.1003 -3.1650
H23 -2.7414 1.4179 -2.7708
H24 -1.9548 1.9804 -4.2491
H25 -4.5761 3.0649 -3.0742
H26 -4.4355 2.0467 -4.5135
H27 -3.8020 3.6884 -4.5401
N7 3.8565 5.3246 3.1304
C18 3.4440 4.2253 2.4564
C19 4.2383 3.0616 2.4348
C20 3.8185 1.9407 1.7667
C21 2.5739 1.9406 1.1220
C22 1.7765 3.0837 1.1293
C23 2.2075 4.2149 1.7851
S3 2.1156 0.5108 0.2757
O3 3.2746 0.0197 -0.4097
O4 1.4988 -0.5093 1.2106
N8 0.7974 0.7398 -0.5863
C24 0.9391 1.3138 -1.8660
S4 1.7274 2.8196 -2.1554
C25 1.4500 2.6189 -3.8328
C26 0.8002 1.4544 -4.0606
N9 0.5183 0.7124 -2.9369
H28 4.7934 5.3724 3.4906
H29 3.3730 6.1984 3.0224
H30 5.1968 3.0623 2.9373
H31 4.4503 1.0635 1.7293
H32 0.8234 3.0912 0.6108
H33 1.5995 5.1111 1.7812
H34 1.8067 3.3382 -4.5517
H35 0.5204 1.0733 -5.0307
C27 1.3473 -4.4560 -1.5536
Te1 1.8054 -2.3688 -1.4560
C28 3.1374 -2.9868 0.0858
C29 3.4840 -4.4120 -0.2611
C30 4.6393 -5.0183 0.2169
C31 4.9222 -6.3340 -0.1145
C32 4.0536 -7.0489 -0.9282
C33 2.9008 -6.4486 -1.4097
C34 2.6120 -5.1310 -1.0761
H36 1.0987 -4.7225 -2.5796
H37 0.5060 -4.7047 -0.9082
H38 2.6217 -2.8965 1.0415
H39 3.9946 -2.3205 0.0799
H40 5.3250 -4.4580 0.8406
H41 5.8272 -6.7993 0.2515
H42 4.2795 -8.0718 -1.1970
H43 2.2282 -7.0047 -2.0510

LUMO level ... -5.9 eV
Highest occupied orbital energy ... -12.81 eV
Net charge ... +2
Energy above the lowest of the compared OMol25 structures with the same formula, charge and spin ... 3.1 kJ/mol

Mulliken population analysis, charges in e, atoms 1 to 5: 0.6795, -0.8906, 0.2113, -0.7333, -0.4704

A 2-piece molecular cluster, C4H12NOS overall. Source: OMol25; level of theory: ωB97M-V/def2-TZVPD.

Cartesian coordinates (Å):
C1 0.3168 -0.3099 -1.1273
C2 1.4850 -0.4652 -0.1244
S1 3.0698 -0.7212 -0.8190
C3 -1.1008 -0.5042 -0.4968
N1 -1.2211 0.3614 0.7058
C4 -1.4724 -0.5306 1.8506
H1 0.4179 0.7262 -1.5168
H2 0.4593 -0.9630 -1.9995
H3 1.3271 -1.3051 0.5623
H4 1.3674 0.4862 0.4666
H5 -1.9677 -0.2470 -1.1350
H6 -1.1870 -1.5819 -0.2920
H7 -0.4678 1.0163 0.8049
H8 -1.1402 -0.2513 2.8554
H9 -1.4199 -1.6395 1.7638
H10 -2.5770 -0.5940 1.9890
H11 -2.3478 2.8073 -0.2484
H12 -2.5525 1.5270 0.4457
O1 -3.0916 2.2976 0.1012

LUMO level ... 3.4 eV
Highest occupied orbital energy ... -2.45 eV
Net charge ... -1
Energy above the lowest of the compared OMol25 structures with the same formula, charge and spin ... 141.6 kJ/mol

Mulliken population analysis, charges in e, atoms 1 to 5: -0.7448, -0.4897, -0.6045, -0.4529, -0.3468